This record from the Open Molecules 2025 dataset describes a single C3H4N2O molecule. The level of theory is wB97M-V/def2-TZVPD.

Each line ends with the natural charge from an NBO analysis.
Element x y z (Å)
C  -1.451  -0.544  0.065  -0.08
C  -1.341  0.794  0.031  -0.03
C  0.629  -0.032  0.117  0.64
N  -0.264  -1.152  0.114  -0.53
N  1.973  -0.190  0.069  -0.80
O  -0.009  1.127  0.038  -0.41
H  -2.257  -1.227  0.055  0.22
H  -1.961  1.568  0.229  0.20
H  2.298  -1.004  -0.431  0.41
H  2.383  0.660  -0.286  0.39

The calculation puts the total energy at -301.4350 hartree. The energy above the lowest of the compared OMol25 structures with the same formula, charge and spin comes out at 32.8 kcal/mol. As for the LUMO energy: 0.03084 Ha. Its SMILES is Nc1ncco1.

***

This record from the Open Molecules 2025 dataset describes C4H10F8Li2N4O18S8 as an isolated structure. The level of theory is wB97M-V/def2-TZVPD.

Each line ends with the natural charge from an NBO analysis.
Element x y z (Å)
Li  0.505  0.304  -1.319  0.86
Li  -1.345  -1.754  -2.463  0.90
N  0.150  1.960  -2.297  -1.21
S  -0.896  1.540  -3.489  2.50
O  -1.669  2.618  -3.987  -0.90
O  -1.424  0.210  -3.355  -0.99
F  0.165  1.317  -4.642  -0.50
S  -0.772  3.018  -1.426  2.48
O  -2.099  2.611  -1.149  -0.91
O  -0.521  4.382  -1.725  -0.91
F  0.028  2.764  -0.077  -0.50
N  -3.049  -1.908  -1.417  -1.24
S  -4.336  -1.024  -2.039  2.48
O  -4.128  0.329  -2.335  -0.88
O  -5.545  -1.454  -1.443  -0.92
F  -4.300  -1.763  -3.445  -0.51
S  -2.647  -0.989  -0.160  2.50
O  -3.685  -0.542  0.681  -0.89
O  -1.518  -0.185  -0.516  -0.96
F  -2.030  -2.144  0.732  -0.50
N  0.631  -1.560  -1.897  -1.29
S  1.225  -2.734  -0.820  2.48
O  2.605  -2.686  -0.551  -0.88
O  0.526  -3.952  -0.928  -0.91
F  0.600  -2.014  0.419  -0.49
S  1.618  -1.955  -3.155  2.46
O  1.459  -3.284  -3.624  -0.92
O  2.906  -1.378  -3.082  -0.88
F  0.887  -1.070  -4.253  -0.50
N  3.495  2.938  -1.396  -1.19
S  3.593  1.619  -0.514  2.53
O  2.484  0.734  -0.718  -0.99
O  4.126  1.712  0.792  -0.93
F  4.753  0.920  -1.344  -0.50
S  3.607  4.221  -0.448  2.50
O  4.946  4.642  -0.163  -0.94
O  2.658  4.259  0.619  -0.94
F  3.036  5.297  -1.474  -0.50
C  -0.696  -3.137  3.768  -0.25
O  0.296  -2.228  4.210  -0.55
C  -0.192  -1.001  4.705  -0.09
C  -1.178  -0.234  3.834  -0.09
O  -0.770  0.014  2.520  -0.53
C  0.461  0.693  2.431  -0.26
H  -0.393  -4.142  4.080  0.17
H  -0.739  -3.129  2.682  0.20
H  -1.656  -2.939  4.251  0.16
H  0.652  -0.365  4.968  0.19
H  -0.723  -1.248  5.645  0.15
H  -1.348  0.726  4.357  0.16
H  -2.139  -0.746  3.796  0.19
H  1.326  0.087  2.714  0.18
H  0.439  1.613  3.034  0.16
H  0.621  1.037  1.411  0.21

The calculation puts the total energy at -5731.5022 hartree. The energy above the lowest of the compared OMol25 structures with the same formula, charge and spin comes out at 0.0 kcal/mol. The charge is -2. As for the LUMO energy: 0.14363 Ha.

***

This record from the Open Molecules 2025 dataset describes C19H20ClIN6OSiV as an isolated structure. The level of theory is wB97M-V/def2-TZVPD.

Each line ends with the natural charge from an NBO analysis.
Element x y z (Å)
V  -0.239  -0.852  -0.359  1.13
Cl  -2.879  2.140  5.025  -0.05
C  -2.983  2.016  3.262  -0.09
C  -3.719  2.851  2.441  -0.21
C  -3.861  2.621  1.055  -0.32
I  -5.201  3.714  -0.022  0.18
C  -3.043  1.551  0.423  0.38
O  -2.904  1.414  -0.820  -0.70
C  -2.292  0.783  1.371  0.15
N  -1.689  -0.340  0.830  -0.47
C  -1.273  -1.369  1.622  -0.06
C  -1.390  -1.350  2.943  -0.25
C  -1.714  -0.158  3.548  -0.10
C  -2.312  0.883  2.757  -0.11
H  -4.364  3.554  2.963  0.24
H  -0.913  -2.201  1.014  0.19
H  -1.057  -2.192  3.534  0.23
H  -1.646  -0.061  4.617  0.24
N  2.694  -3.798  -1.342  -0.33
C  2.184  -3.050  -0.346  0.23
N  1.121  -2.377  -0.769  -0.53
C  1.008  -2.835  -2.078  0.29
N  1.918  -3.715  -2.466  -0.23
C  -0.080  -2.373  -2.846  0.08
C  -0.446  -2.829  -4.125  0.06
N  -1.551  -2.394  -4.632  -0.37
C  -2.175  -1.339  -4.090  0.01
C  -1.673  -0.734  -2.937  0.02
N  -0.754  -1.397  -2.238  -0.44
H  3.468  -4.435  -1.232  0.43
H  2.611  -3.063  0.643  0.23
H  0.161  -3.544  -4.624  0.21
H  -3.051  -0.925  -4.575  0.22
H  -2.125  0.179  -2.528  0.28
C  1.938  1.865  2.087  -1.10
Si  2.397  1.390  0.273  1.59
C  3.827  0.123  0.249  -1.12
C  2.885  3.004  -0.732  -1.08
C  0.901  0.872  -0.748  -1.37
H  1.518  2.873  2.183  0.24
H  2.906  1.891  2.630  0.23
H  1.294  1.148  2.619  0.23
H  4.823  0.680  0.148  0.24
H  3.783  -0.469  -0.671  0.22
H  3.819  -0.533  1.104  0.22
H  2.469  3.853  -0.142  0.23
H  2.293  2.998  -1.665  0.23
H  3.943  3.220  -0.959  0.22
H  1.212  0.996  -1.801  0.23
H  0.161  1.713  -0.596  0.24

The calculation puts the total energy at -3131.1154 hartree. The energy above the lowest of the compared OMol25 structures with the same formula, charge and spin comes out at 0.0 kcal/mol. The spin multiplicity is 4. As for the LUMO energy (alpha / beta): -0.03040 / -0.03642 Ha.

***

This record from the Open Molecules 2025 dataset describes C13H17F2I3NO as an isolated structure. The level of theory is wB97M-V/def2-TZVPD.

Each line ends with the natural charge from an NBO analysis.
Element x y z (Å)
C  -0.282  -3.280  -2.631  -0.64
C  -0.110  -3.216  -1.109  -0.37
I  -1.716  -4.244  -0.166  0.16
C  0.067  -1.755  -0.674  -0.34
I  -0.310  -1.242  1.368  0.16
C  1.447  -1.217  -1.071  -0.31
C  1.463  0.276  -1.427  -0.47
C  2.927  0.692  -1.437  0.37
F  3.458  0.824  -2.668  -0.31
N  3.637  -0.508  -0.809  -0.13
O  4.715  -0.069  -0.043  -0.49
C  2.579  -1.260  -0.040  -0.22
I  3.325  -3.108  0.596  0.26
H  -0.710  -4.231  -2.940  0.25
H  0.682  -3.180  -3.140  0.21
H  -0.942  -2.486  -2.989  0.22
H  0.786  -3.768  -0.828  0.22
H  -0.668  -1.148  -1.204  0.24
H  1.802  -1.782  -1.947  0.23
H  0.996  0.485  -2.390  0.27
H  0.934  0.849  -0.658  0.26
H  3.181  1.553  -0.820  0.22
H  3.969  -1.091  -1.589  0.43
H  5.373  -0.794  -0.027  0.51
H  2.345  -0.621  0.812  0.27
F  -0.776  2.386  1.361  -0.35
C  -2.022  2.626  1.845  0.39
C  -2.807  3.565  1.210  -0.29
C  -4.081  3.799  1.708  -0.18
C  -4.543  3.103  2.817  -0.22
C  -3.726  2.167  3.436  -0.18
C  -2.449  1.920  2.950  -0.29
H  -2.424  4.098  0.351  0.23
H  -4.714  4.532  1.226  0.22
H  -5.536  3.292  3.200  0.23
H  -4.079  1.628  4.304  0.22
H  -1.790  1.204  3.424  0.22

The calculation puts the total energy at -1728.0579 hartree. The charge is +1. As for the LUMO energy: -0.12699 Ha.

***

This record from the Open Molecules 2025 dataset describes a 2-piece molecular cluster, C4H4N overall. The level of theory is wB97M-V/def2-TZVPD.

Each line ends with the natural charge from an NBO analysis.
Element x y z (Å)
C  -1.849  -0.934  -0.294  0.17
C  2.320  -0.514  0.110  0.23
C  -1.368  0.117  0.059  -0.18
C  -0.560  1.145  0.182  0.09
N  1.388  0.053  -0.140  -0.38
H  -2.475  -1.790  -0.415  0.28
H  3.225  -1.236  0.076  0.30
H  -0.303  1.535  1.109  0.25
H  -0.379  1.626  -0.687  0.24

The calculation puts the total energy at -209.1145 hartree. The energy above the lowest of the compared OMol25 structures with the same formula, charge and spin comes out at 31.4 kcal/mol. The charge is +1. As for the LUMO energy: -0.26226 Ha.

***

This record from the Open Molecules 2025 dataset describes C24H19AsErO5 as an isolated structure. The level of theory is wB97M-V/def2-TZVPD.

Each line ends with the Löwdin spin population.
Element x y z (Å)
Er  -0.355  -0.316  -1.043  3.05
C  0.424  0.840  1.038  0.00
O  0.684  1.583  1.880  0.00
C  0.072  -2.129  0.609  -0.07
O  0.319  -2.715  1.608  -0.10
C  2.028  -0.550  -0.330  -0.01
O  3.108  -0.501  0.078  0.00
C  -1.831  -0.417  0.962  -0.01
O  -2.419  -0.194  1.934  0.00
C  -0.524  -2.237  -2.181  0.18
H  -1.519  -2.525  -2.571  0.01
H  0.210  -2.441  -2.985  0.01
C  -0.168  -2.944  -0.893  -0.04
H  0.812  -3.467  -0.991  0.00
H  -0.978  -3.653  -0.595  0.00
O  -0.663  1.612  -1.775  -0.01
As  -0.752  3.350  -1.852  0.00
C  0.934  3.920  -2.565  0.00
C  1.939  2.990  -2.875  0.00
C  3.188  3.444  -3.315  0.00
C  3.431  4.815  -3.461  0.00
C  2.425  5.743  -3.176  0.00
C  1.175  5.298  -2.721  0.00
C  -2.333  3.729  -2.828  0.00
C  -2.342  4.785  -3.755  0.00
C  -3.554  5.177  -4.342  0.00
C  -4.737  4.504  -4.021  0.00
C  -4.710  3.405  -3.159  0.00
C  -3.505  2.998  -2.571  0.00
C  -1.007  4.035  -0.050  0.00
C  -0.097  4.960  0.467  0.00
C  -0.409  5.631  1.657  0.00
C  -1.606  5.342  2.322  0.00
C  -2.456  4.351  1.846  0.00
C  -2.159  3.676  0.660  0.00
H  1.720  1.923  -2.782  0.00
H  3.961  2.706  -3.537  0.00
H  4.417  5.146  -3.783  0.00
H  2.616  6.813  -3.299  0.00
H  0.396  6.035  -2.501  0.00
H  -1.421  5.328  -3.979  0.00
H  -3.571  6.033  -5.021  0.00
H  -5.679  4.814  -4.479  0.00
H  -5.635  2.885  -2.901  0.00
H  -3.486  2.142  -1.890  0.00
H  0.819  5.217  -0.085  0.00
H  0.269  6.395  2.035  0.00
H  -1.826  5.853  3.257  0.00
H  -3.379  4.122  2.378  0.00
H  -2.854  2.930  0.266  0.00

The calculation puts the total energy at -4551.8319 hartree. The energy above the lowest of the compared OMol25 structures with the same formula, charge and spin comes out at 33.3 kcal/mol. The charge is +3. The spin multiplicity is 4. As for the LUMO energy (alpha / beta): -0.49723 / -0.50369 Ha.

***

This record from the Open Molecules 2025 dataset describes a 2-piece molecular cluster, C5H15N3 overall. The level of theory is wB97M-V/def2-TZVPD.

Each line ends with the natural charge from an NBO analysis.
Element x y z (Å)
C  2.063  0.121  -0.080  0.46
C  2.020  0.017  -1.577  -0.68
N  2.708  -0.916  0.543  -0.83
N  1.766  1.232  0.473  -0.75
H  -0.433  -0.610  0.408  0.14
H  2.766  -0.936  1.547  0.39
H  2.920  -1.761  0.044  0.39
H  -0.170  1.631  0.550  0.40
H  1.965  1.267  1.470  0.33
H  1.435  -0.852  -1.876  0.22
H  3.029  -0.085  -1.977  0.23
H  1.573  0.917  -1.988  0.24
C  -2.488  -0.681  1.123  -0.61
C  -1.741  0.110  -1.145  -0.61
C  -1.377  0.007  0.334  -0.04
N  -1.138  1.336  0.848  -0.86
H  -1.093  1.321  1.863  0.34
H  -3.380  -0.060  1.101  0.21
H  -2.201  -0.816  2.165  0.20
H  -2.731  -1.651  0.692  0.21
H  -0.943  0.604  -1.692  0.20
H  -1.901  -0.880  -1.576  0.20
H  -2.651  0.685  -1.252  0.21

The calculation puts the total energy at -363.7720 hartree. The energy above the lowest of the compared OMol25 structures with the same formula, charge and spin comes out at 9.4 kcal/mol. As for the LUMO energy: 0.02755 Ha. Its SMILES is [H]/N=C(/C)N.CC(C)N.